Entry 1:
{"formula": "C24H27F4N2", "method": "the ωB97M-V functional and the def2-TZVPD basis", "homo_lumo_gap_ev": 7.8, "e_homo_ev": -11.9062, "molar_mass_da": 419.49, "smiles": "CN1CC[N+](=C2CCCC[C@@H]2C(c2cc(F)cc(F)c2)c2cc(F)cc(F)c2)CC1", "total_charge": 1, "species": ["C", "N", "C", "C", "N", "C", "C", "C", "C", "C", "C", "C", "C", "C", "C", "F", "C", "C", "F", "C", "C", "C", "C", "F", "C", "C", "F", "C", "C", "C", "H", "H", "H", "H", "H", "H", "H", "H", "H", "H", "H", "H", "H", "H", "H", "H", "H", "H", "H", "H", "H", "H", "H", "H", "H", "H", "H"], "coordinates": [[-3.517, 5.066, -7.195], [-2.925, 5.391, -5.923], [-2.748, 4.249, -5.067], [-2.359, 4.692, -3.668], [-1.135, 5.525, -3.733], [-0.238, 5.520, -2.757], [1.156, 6.042, -2.985], [1.711, 6.898, -1.838], [1.298, 6.423, -0.440], [-0.197, 6.124, -0.370], [-0.579, 4.998, -1.364], [0.119, 3.710, -1.034], [-0.071, 3.373, 0.457], [-1.337, 3.157, 1.004], [-1.441, 2.878, 2.370], [-2.673, 2.543, 2.890], [-0.350, 2.920, 3.235], [0.884, 3.196, 2.657], [1.979, 3.349, 3.478], [1.056, 3.391, 1.287], [-0.289, 2.576, -1.987], [0.371, 2.502, -3.224], [-0.154, 1.695, -4.225], [0.398, 1.781, -5.488], [-1.268, 0.877, -4.038], [-1.823, 0.892, -2.765], [-2.989, 0.187, -2.559], [-1.316, 1.661, -1.710], [-1.209, 6.653, -4.693], [-1.756, 6.226, -6.043], [-3.800, 5.991, -7.708], [-2.839, 4.503, -7.862], [-4.415, 4.462, -7.029], [-3.705, 3.711, -5.022], [-1.983, 3.540, -5.447], [-3.185, 5.276, -3.219], [-2.173, 3.797, -3.058], [1.829, 5.176, -3.142], [1.228, 6.632, -3.909], [1.356, 7.930, -1.972], [2.805, 6.944, -1.908], [1.540, 7.213, 0.285], [1.881, 5.543, -0.136], [-0.766, 7.020, -0.650], [-0.492, 5.849, 0.649], [-1.667, 4.823, -1.300], [1.199, 3.847, -1.187], [-2.243, 3.181, 0.390], [-0.463, 2.778, 4.307], [2.047, 3.584, 0.874], [1.269, 3.099, -3.412], [-1.690, 0.291, -4.851], [-1.758, 1.560, -0.724], [-1.875, 7.431, -4.277], [-0.219, 7.088, -4.859], [-0.953, 5.731, -6.628], [-2.064, 7.125, -6.595]], "forces_ev_per_a": [[-0.19, -0.03, -0.44], [-0.26, 0.34, 0.47], [0.24, -0.13, -0.22], [-0.55, -0.08, 0.38], [0.61, 0.58, 1.73], [-0.55, -0.35, -0.79], [0.15, 0.48, -0.16], [0.03, 0.40, 0.41], [0.18, 0.16, 0.13], [0.19, 0.28, -0.38], [-0.87, 0.48, -0.61], [0.87, -1.91, 0.82], [0.31, 0.22, -0.13], [-0.25, -0.20, 0.40], [-0.63, -0.21, 0.18], [1.39, 0.55, -0.64], [-0.03, 0.08, -0.31], [0.69, 0.35, 0.41], [-1.21, -0.35, -0.91], [-0.24, -0.12, 0.20], [0.19, -0.56, 0.00], [-0.25, 0.24, -0.08], [0.19, 0.05, -0.79], [-0.51, -0.27, 1.43], [0.20, 0.33, 0.02], [-0.71, -0.27, 0.20], [1.49, 0.58, -0.11], [-0.26, 0.18, -0.53], [0.01, 0.22, -0.83], [0.04, -0.30, -0.45], [-0.02, -0.20, 0.05], [-0.05, 0.03, 0.13], [0.13, 0.17, -0.11], [0.30, 0.06, 0.16], [-0.11, 0.12, 0.03], [0.39, -0.12, -0.20], [0.06, 0.45, -0.19], [-0.54, 0.10, 0.16], [0.00, -0.43, 0.28], [0.02, -0.23, 0.02], [-0.26, -0.04, -0.09], [-0.03, -0.21, -0.16], [-0.17, 0.29, -0.09], [0.07, -0.01, 0.16], [-0.06, -0.06, -0.33], [0.41, 0.18, -0.07], [-0.22, -0.03, 0.09], [0.32, 0.00, 0.38], [0.04, -0.04, -0.25], [-0.23, -0.11, 0.26], [-0.43, -0.20, -0.11], [0.09, 0.13, 0.23], [-0.02, 0.09, -0.37], [0.25, -0.51, 0.18], [-0.39, -0.09, 0.22], [-0.11, 0.04, 0.10], [0.29, -0.12, 0.13]]}

Entry 2:
{"formula": "C24H27N2O", "method": "the ωB97M-V functional and the def2-TZVPD basis", "homo_lumo_gap_ev": 7.6, "e_above_lowest_kj_mol": 142.3, "e_homo_ev": -11.7574, "molar_mass_da": 359.49, "smiles": "CCN(CC)C(=O)[C@@H](C(c1ccccc1)c1ccccc1)[n+]1ccccc1", "total_charge": 1, "species": ["C", "C", "N", "C", "C", "C", "O", "C", "C", "C", "C", "C", "C", "C", "C", "C", "C", "C", "C", "C", "C", "N", "C", "C", "C", "C", "C", "H", "H", "H", "H", "H", "H", "H", "H", "H", "H", "H", "H", "H", "H", "H", "H", "H", "H", "H", "H", "H", "H", "H", "H", "H", "H", "H"], "coordinates": [[-0.119, -4.142, -2.248], [0.108, -2.674, -2.585], [0.710, -1.843, -1.473], [2.161, -1.613, -1.604], [2.576, -0.489, -2.547], [-0.018, -1.720, -0.289], [-0.792, -2.586, 0.102], [-0.054, -0.302, 0.375], [-1.418, 0.525, 0.066], [-1.322, 1.878, 0.733], [-2.050, 2.238, 1.874], [-1.751, 3.423, 2.569], [-0.798, 4.298, 2.048], [-0.132, 3.997, 0.856], [-0.398, 2.778, 0.220], [-1.990, 0.487, -1.365], [-2.820, -0.593, -1.746], [-3.208, -0.771, -3.080], [-2.815, 0.159, -4.045], [-2.015, 1.224, -3.674], [-1.710, 1.459, -2.321], [0.403, -0.428, 1.806], [-0.352, -1.238, 2.581], [-0.467, -0.950, 3.930], [0.300, 0.042, 4.531], [1.177, 0.782, 3.720], [1.232, 0.488, 2.365], [-0.677, -4.701, -3.003], [0.854, -4.627, -2.159], [-0.636, -4.196, -1.289], [0.796, -2.615, -3.437], [-0.841, -2.194, -2.874], [2.508, -1.378, -0.596], [2.662, -2.528, -1.964], [3.638, -0.626, -2.786], [2.016, -0.483, -3.485], [2.444, 0.448, -1.988], [0.753, 0.297, -0.074], [-2.103, -0.125, 0.649], [-2.827, 1.556, 2.235], [-2.220, 3.643, 3.539], [-0.487, 5.164, 2.640], [0.619, 4.651, 0.422], [0.135, 2.506, -0.687], [-3.186, -1.301, -0.980], [-3.765, -1.664, -3.382], [-2.937, -0.055, -5.107], [-1.543, 1.859, -4.422], [-1.223, 2.404, -2.104], [-1.069, -1.829, 2.015], [-1.255, -1.508, 4.418], [0.158, 0.213, 5.604], [1.788, 1.590, 4.133], [1.781, 1.081, 1.634]], "forces_ev_per_a": [[0.35, -0.07, 0.47], [-0.30, 0.17, 0.26], [-0.65, -0.55, -0.33], [-0.26, 0.22, 0.10], [0.00, 0.10, 0.48], [-0.40, -0.12, -1.31], [0.19, 0.98, 0.06], [2.46, 0.14, -1.91], [-0.91, -1.60, 1.81], [0.01, 0.12, -0.01], [0.12, -0.16, 0.26], [-0.05, -0.36, -0.24], [0.54, 0.00, 0.27], [-0.29, -0.61, -0.07], [0.44, 0.67, 0.23], [0.13, -0.32, 0.10], [0.01, -0.18, 0.10], [-0.10, 0.20, 0.37], [0.99, -0.74, -0.24], [-0.07, 0.33, 0.58], [0.32, -0.23, -0.86], [-1.35, 0.16, 0.29], [-0.88, 1.69, 0.05], [-0.01, -0.81, -0.34], [-0.08, -0.09, -0.26], [0.18, -0.52, 0.25], [-0.65, 0.74, -0.40], [0.00, 0.37, -0.08], [0.00, -0.18, 0.16], [0.06, -0.32, -0.35], [-0.15, 0.30, 0.24], [0.37, -0.08, 0.12], [0.39, -0.19, -0.04], [-0.47, 0.00, 0.52], [-0.20, 0.24, 0.06], [-0.02, 0.05, 0.22], [0.04, 0.09, -0.61], [-0.15, -0.26, -0.07], [-0.22, 0.59, -0.12], [0.30, 0.23, 0.02], [0.07, -0.10, -0.65], [-0.30, -0.14, -0.36], [-0.18, 0.05, 0.23], [0.14, 0.16, 0.23], [0.50, 0.32, -0.51], [0.04, 0.44, 0.25], [-0.33, 0.12, 0.30], [-0.50, 0.10, 0.12], [0.16, -0.39, 0.15], [0.37, -0.35, 0.34], [0.30, 0.04, 0.52], [0.22, 0.25, -0.54], [-0.18, -0.41, -0.27], [0.01, -0.08, 0.38]]}

Entry 3:
{"formula": "C24H27N3O3", "method": "the ωB97M-V functional and the def2-TZVPD basis", "homo_lumo_gap_ev": 8.4, "e_above_lowest_kj_mol": 100.6, "e_homo_ev": -7.8716, "molar_mass_da": 405.50, "smiles": "Cn1c(=O)cc(OCCCC(=O)N2CCN(c3ccccc3)CC2)c2ccccc21", "species": ["C", "N", "C", "O", "C", "C", "O", "C", "C", "C", "C", "O", "N", "C", "C", "N", "C", "C", "C", "C", "C", "C", "C", "C", "C", "C", "C", "C", "C", "C", "H", "H", "H", "H", "H", "H", "H", "H", "H", "H", "H", "H", "H", "H", "H", "H", "H", "H", "H", "H", "H", "H", "H", "H", "H", "H", "H"], "coordinates": [[-7.587, -0.421, -1.307], [-6.276, -0.303, -0.704], [-5.464, -1.434, -0.746], [-5.858, -2.460, -1.279], [-4.165, -1.309, -0.139], [-3.732, -0.166, 0.445], [-2.538, 0.025, 1.045], [-1.596, -1.029, 1.083], [-0.838, -1.174, -0.239], [0.187, -2.309, -0.159], [1.239, -2.027, 0.903], [1.160, -2.533, 2.008], [2.231, -1.158, 0.596], [2.534, -0.571, -0.687], [3.877, -1.123, -1.208], [4.936, -0.869, -0.258], [5.673, 0.310, -0.343], [6.160, 0.731, -1.586], [6.940, 1.863, -1.701], [7.271, 2.609, -0.581], [6.811, 2.196, 0.655], [6.021, 1.068, 0.778], [4.607, -1.448, 1.025], [3.278, -0.909, 1.570], [-4.604, 0.986, 0.462], [-4.208, 2.191, 1.049], [-5.049, 3.278, 1.064], [-6.310, 3.173, 0.487], [-6.723, 1.997, -0.098], [-5.881, 0.875, -0.125], [-8.371, -0.257, -0.567], [-7.663, -1.438, -1.692], [-7.701, 0.285, -2.131], [-3.571, -2.208, -0.185], [-0.902, -0.756, 1.882], [-2.078, -1.972, 1.358], [-1.547, -1.383, -1.044], [-0.348, -0.224, -0.463], [0.641, -2.482, -1.135], [-0.320, -3.226, 0.145], [1.747, -0.766, -1.411], [2.629, 0.515, -0.559], [4.103, -0.663, -2.168], [3.790, -2.207, -1.348], [5.949, 0.152, -2.472], [7.301, 2.160, -2.674], [7.881, 3.494, -0.673], [7.060, 2.762, 1.541], [5.675, 0.791, 1.762], [5.418, -1.279, 1.732], [4.507, -2.530, 0.879], [3.002, -1.415, 2.496], [3.347, 0.170, 1.745], [-3.226, 2.242, 1.491], [-4.737, 4.205, 1.519], [-6.978, 4.022, 0.495], [-7.706, 1.949, -0.535]], "forces_ev_per_a": [[-0.21, -0.20, -0.16], [-0.11, -0.26, -0.13], [-0.17, 0.12, -0.06], [0.12, -0.20, -0.01], [0.58, 0.02, 0.30], [-0.09, -0.32, -0.15], [-0.52, 0.28, -0.16], [0.45, -0.32, -0.13], [-0.19, 0.02, 0.15], [-0.05, 0.04, 0.10], [-0.24, -0.19, -0.27], [-0.19, -0.23, 0.28], [0.28, 0.26, 0.08], [0.19, -0.09, -0.43], [-0.35, 0.21, -0.14], [0.06, -0.36, -0.01], [0.25, 0.20, -0.02], [-0.09, 0.00, -0.07], [-0.04, 0.03, -0.01], [0.08, 0.12, 0.07], [0.10, 0.12, -0.07], [-0.14, -0.16, 0.07], [-0.15, 0.14, 0.24], [0.24, -0.19, 0.33], [-0.09, 0.23, 0.03], [-0.05, -0.13, -0.07], [0.00, 0.10, 0.04], [0.08, -0.03, 0.02], [-0.09, -0.07, -0.06], [0.42, 0.41, 0.31], [0.00, 0.05, -0.02], [-0.05, 0.21, 0.05], [-0.03, 0.03, 0.03], [0.07, -0.04, 0.00], [-0.13, -0.10, -0.06], [0.01, 0.08, 0.04], [0.05, 0.05, 0.00], [-0.03, 0.02, -0.04], [-0.03, -0.02, 0.00], [0.13, 0.01, -0.02], [-0.03, 0.04, 0.04], [-0.05, -0.06, -0.08], [0.00, -0.07, 0.02], [-0.04, 0.06, -0.07], [0.00, -0.07, -0.05], [0.03, 0.01, -0.08], [0.05, 0.07, 0.00], [0.02, 0.04, 0.07], [-0.06, -0.05, 0.06], [-0.01, -0.04, -0.01], [0.01, 0.05, 0.08], [0.05, 0.13, -0.09], [0.01, -0.04, 0.02], [0.07, 0.03, 0.04], [0.04, 0.07, 0.04], [-0.07, 0.05, -0.01], [-0.08, -0.04, -0.05]]}

Entry 4:
{"formula": "C24H27N4O2SSiW", "method": "the ωB97M-V functional and the def2-TZVPD basis", "homo_lumo_gap_ev": [6.3, 4.6], "e_above_lowest_kj_mol": 209.2, "e_homo_ev": [-10.0266, -10.6193], "spin_multiplicity": 3, "molar_mass_da": 647.50, "total_charge": 1, "species": ["W", "O", "C", "C", "C", "C", "C", "C", "C", "N", "N", "C", "O", "C", "C", "C", "C", "C", "C", "H", "H", "H", "H", "H", "H", "H", "H", "H", "H", "N", "C", "S", "C", "C", "C", "N", "C", "C", "H", "H", "H", "H", "H", "H", "C", "Si", "C", "C", "C", "H", "H", "H", "H", "H", "H", "H", "H", "H", "H", "H"], "coordinates": [[0.500, -0.414, -0.341], [2.339, -0.366, -0.679], [3.071, -0.192, 0.467], [4.379, 0.269, 0.413], [5.122, 0.331, 1.580], [4.571, -0.075, 2.788], [3.263, -0.533, 2.841], [2.490, -0.587, 1.688], [1.078, -1.121, 1.627], [0.080, -0.123, 1.585], [-1.223, -0.331, 1.961], [-2.003, -0.251, 0.932], [-1.433, -0.220, -0.287], [-3.462, -0.281, 1.028], [-4.221, -0.284, -0.144], [-5.602, -0.344, -0.073], [-6.232, -0.402, 1.162], [-5.479, -0.400, 2.328], [-4.099, -0.338, 2.268], [4.797, 0.547, -0.546], [6.143, 0.686, 1.541], [5.167, -0.050, 3.691], [2.843, -0.854, 3.787], [0.861, -1.968, 2.270], [-3.720, -0.235, -1.100], [-6.187, -0.348, -0.983], [-7.312, -0.448, 1.216], [-5.977, -0.452, 3.287], [-3.499, -0.332, 3.168], [0.426, 6.381, -2.282], [0.445, 5.818, -1.055], [0.288, 6.860, 0.287], [0.573, 4.424, -0.871], [0.585, 3.849, 0.431], [0.615, 2.505, 0.601], [0.653, 1.620, -0.441], [0.703, 2.163, -1.700], [0.666, 3.496, -1.943], [0.334, 7.379, -2.369], [0.537, 5.844, -3.122], [0.562, 4.489, 1.304], [0.602, 2.062, 1.585], [0.768, 1.450, -2.512], [0.707, 3.824, -2.972], [0.110, -4.525, -2.645], [0.338, -3.107, -1.433], [-1.051, -3.232, -0.129], [2.036, -3.418, -0.618], [0.207, -1.368, -2.223], [0.057, -5.475, -2.111], [0.958, -4.572, -3.331], [-0.800, -4.419, -3.237], [-1.135, -4.274, 0.191], [-2.009, -2.945, -0.567], [-0.916, -2.653, 0.787], [2.412, -4.393, -0.938], [2.005, -3.437, 0.470], [2.777, -2.687, -0.931], [-0.735, -1.304, -2.768], [1.030, -1.239, -2.932]], "forces_ev_per_a": [[0.55, 0.21, -0.90], [1.24, 0.39, 0.06], [0.69, -0.51, 0.76], [-0.17, 0.05, -0.15], [-0.03, 0.04, -0.03], [0.02, 0.00, 0.07], [0.00, 0.03, 0.02], [0.07, -0.23, -0.14], [0.60, 0.97, -0.05], [-0.84, -0.46, -0.82], [-0.51, 0.40, 0.58], [0.43, -0.14, 0.30], [-1.29, -0.23, 0.32], [-0.26, -0.01, -0.23], [0.11, 0.02, 0.14], [-0.06, 0.00, -0.02], [0.00, -0.01, -0.06], [-0.06, -0.01, 0.05], [0.11, 0.03, 0.00], [0.03, 0.00, 0.02], [0.00, -0.03, 0.02], [-0.01, 0.03, 0.00], [-0.03, -0.02, -0.02], [-0.16, -0.43, -0.61], [0.00, -0.02, -0.02], [-0.01, 0.01, 0.02], [0.01, -0.01, 0.01], [0.04, 0.01, 0.01], [-0.02, -0.01, 0.00], [-0.03, 0.24, 0.28], [0.13, -0.69, -0.67], [-0.04, 0.37, 0.44], [-0.06, -0.01, 0.25], [0.00, 0.31, -0.25], [-0.02, -0.32, 0.14], [0.02, 1.51, -0.20], [0.06, -0.38, 0.11], [-0.01, 0.20, -0.13], [0.00, -0.03, -0.17], [0.02, -0.02, 0.01], [0.00, -0.13, 0.09], [-0.03, -0.01, 0.00], [0.01, 0.04, -0.07], [-0.01, -0.11, -0.02], [-0.13, 0.42, -0.20], [0.00, -1.51, 0.11], [0.24, 0.05, -0.26], [-0.19, 0.00, -0.26], [-0.49, -0.30, 0.75], [0.03, 0.06, 0.11], [-0.02, 0.00, -0.01], [0.00, -0.02, -0.01], [0.13, -0.03, -0.03], [0.01, 0.06, 0.01], [-0.07, 0.02, 0.03], [-0.15, -0.03, -0.04], [-0.03, 0.10, 0.04], [0.09, 0.05, 0.03], [-0.15, -0.06, 0.26], [0.24, 0.15, 0.30]]}